70
Properties=species:S:1:pos:R:3:mulliken_charge:R:1 method="wB97M-V/def2-TZVPD" relative_energy_kj_mol=86.2 homo_ev=-8.5 lumo_ev=-0.64 multiplicity=1 orbital_gap_ha=0.2891
Ga 0.787 1.613 -0.947 0.883
O 4.233 3.322 -1.307 -0.617
C 3.083 3.003 -1.190 0.580
O 2.636 1.757 -1.195 -0.617
C 1.950 4.067 -0.981 0.568
O 2.159 5.247 -1.083 -0.651
O 0.789 3.526 -0.681 -0.512
C -3.116 -5.835 -0.633 -1.506
C -2.053 -4.773 -0.680 1.061
C -2.360 -3.438 -0.435 -1.025
C -1.377 -2.462 -0.471 0.011
C -0.069 -2.817 -0.760 -0.116
C 0.258 -4.140 -1.013 -0.503
C -0.732 -5.108 -0.969 -0.743
S 1.221 -1.595 -0.759 1.282
O 1.445 -1.196 0.604 -0.615
O 2.311 -2.155 -1.505 -0.750
N 0.549 -0.321 -1.510 0.076
C 0.226 -0.434 -2.863 -0.049
C 0.317 -1.535 -3.683 -0.984
C -0.133 -1.479 -5.021 -0.998
C -0.667 -0.347 -5.565 -0.997
C -0.755 0.816 -4.765 0.939
C -1.271 2.050 -5.213 -0.553
C -1.303 3.132 -4.375 -1.299
C -0.797 3.003 -3.074 -0.050
N -0.325 1.855 -2.633 0.348
C -0.298 0.762 -3.438 0.734
H -4.107 -5.399 -0.520 0.341
H -2.950 -6.514 0.206 0.326
H -3.111 -6.436 -1.543 0.361
H -3.384 -3.158 -0.219 0.320
H -1.627 -1.424 -0.295 0.292
H 1.282 -4.399 -1.249 0.531
H -0.475 -6.142 -1.168 0.389
H 0.750 -2.454 -3.323 0.468
H -0.042 -2.373 -5.624 0.408
H -1.011 -0.318 -6.591 0.417
H -1.633 2.129 -6.231 0.448
H -1.685 4.089 -4.700 0.419
H -0.748 3.834 -2.383 0.698
S 0.142 0.423 5.454 -0.147
C 0.286 0.787 3.722 0.564
C 1.417 1.398 3.193 -1.234
C 1.468 1.639 1.838 -0.337
N 0.455 1.326 1.024 1.044
C -0.638 0.756 1.527 0.117
C -0.763 0.469 2.870 -1.459
C 1.724 -0.366 5.700 0.109
C 2.777 0.320 6.285 -0.021
C 3.982 -0.349 6.458 -0.375
N 4.180 -1.612 6.096 -0.570
C 3.159 -2.258 5.540 -0.393
C 1.913 -1.687 5.324 -0.139
H 2.256 1.664 3.818 0.455
H 2.342 2.078 1.374 0.466
H -1.423 0.521 0.825 0.635
H -1.654 -0.016 3.242 0.464
H 2.664 1.345 6.610 0.445
H 4.826 0.160 6.909 0.358
H 3.341 -3.287 5.251 0.358
H 1.115 -2.255 4.866 0.392
S -4.120 4.413 -0.193 -0.186
C -2.812 4.836 0.826 -0.341
C -1.838 3.897 0.735 -0.656
N -2.106 2.853 -0.115 0.262
C -3.272 3.006 -0.666 -0.294
H -2.814 5.740 1.410 0.444
H -0.884 3.936 1.237 0.310
H -3.695 2.307 -1.375 0.413